Entry 1:
The following is a quantum chemistry calculation of C25H48Cl3HgN4O3SSi as an isolated structure at a distorted geometry, from the Open Molecules 2025 dataset.

Output
Charge: -1
Highest occupied orbital energy, eV: -2.28
Relative energy (zero: lowest compared OMol25 entry of this formula, charge and spin), kJ/mol: 162.6

Last column: Löwdin charge in e.
Element x y z (Å)
C1 -2.379 5.108 1.963  -0.051
C2 -1.097 4.364 2.065  -0.214
H1 -2.331 6.138 2.353  0.082
H2 -3.157 4.590 2.531  0.092
H3 -2.768 5.131 0.948  0.051
C3 -0.328 4.447 3.161  -0.114
C4 -0.471 5.468 4.205  -0.107
H4 0.394 3.686 3.403  0.086
H5 -1.361 5.343 4.822  0.078
H6 -0.567 6.449 3.745  0.071
H7 0.398 5.500 4.864  0.072
Hg1 -0.503 -1.957 -1.499  0.430
Cl1 0.335 -0.735 -3.452  -0.152
Cl2 -2.190 -3.451 -0.703  -0.212
H8 -1.176 -5.895 -3.640  0.093
H9 -1.615 -4.234 -6.872  0.082
C5 -1.871 -5.109 -3.964  -0.058
C6 -1.854 -3.629 -5.988  -0.061
N1 -1.191 -4.136 -4.806  -0.190
H10 -2.271 -4.645 -3.045  0.016
C7 0.005 -3.671 -4.412  -0.401
O1 0.503 -3.897 -3.295  -0.123
H11 -1.492 -2.614 -6.178  0.085
H12 0.510 -3.055 -5.170  0.110
H13 -2.677 -5.559 -4.545  0.079
H14 -2.937 -3.632 -5.826  0.089
H15 -2.218 0.395 2.845  0.060
H16 -0.662 1.659 4.766  0.076
C8 -1.881 -0.488 3.404  -0.051
C9 -0.384 0.625 5.002  -0.072
N2 -0.522 -0.239 3.840  -0.206
H17 -1.907 -1.380 2.775  0.096
C10 0.478 -1.118 3.515  -0.361
O2 0.322 -2.167 2.910  -0.092
H18 0.658 0.611 5.333  0.083
H19 1.473 -0.733 3.826  0.129
H20 -2.542 -0.590 4.273  0.087
H21 -1.046 0.288 5.808  0.082
O3 -1.681 2.327 0.829  -0.169
C11 -0.766 3.438 0.887  -0.234
C12 1.048 2.055 1.971  -0.108
C13 0.682 2.911 0.948  -0.180
H22 0.245 1.561 2.509  0.091
C14 2.401 1.860 2.281  -0.077
H23 -0.916 4.040 -0.035  0.150
C15 1.642 3.313 0.011  -0.027
H24 2.660 1.353 3.214  0.098
C16 3.378 2.365 1.422  -0.110
C17 2.987 3.059 0.265  -0.099
H25 1.266 3.766 -0.909  0.113
H26 4.438 2.244 1.672  0.102
H27 3.756 3.416 -0.421  0.097
Si1 -2.971 1.868 -0.025  0.346
Cl3 0.525 -0.659 0.242  0.021
C18 -3.530 0.204 0.680  -0.155
C19 -2.487 1.329 -1.751  -0.165
C20 -4.227 3.189 -0.076  -0.168
H28 -2.823 -0.583 0.445  -0.005
H29 -4.470 0.000 0.172  0.032
H30 -3.749 0.147 1.741  0.007
H31 -4.621 3.329 0.932  0.035
H32 -5.008 2.814 -0.737  0.033
H33 -3.810 4.102 -0.513  0.033
H34 -1.559 1.709 -2.191  0.024
H35 -3.323 1.654 -2.402  0.029
H36 -2.395 0.236 -1.782  -0.010
C21 1.958 -4.886 -1.027  -0.169
N3 2.863 -3.817 -1.406  -0.235
C22 4.108 -4.203 -2.039  -0.076
C23 2.770 -2.632 -0.766  -0.753
S1 1.849 -2.691 0.658  0.580
N4 3.396 -1.544 -1.255  -0.184
C24 3.714 -1.405 -2.672  -0.085
C25 3.331 -0.310 -0.496  -0.174
H37 2.253 -5.782 -1.563  0.073
H38 0.916 -4.667 -1.286  0.041
H39 2.006 -5.072 0.057  0.037
H40 4.075 -4.043 -3.124  0.077
H41 4.930 -3.635 -1.594  0.087
H42 4.256 -5.270 -1.845  0.079
H43 3.761 -0.328 -2.868  0.083
H44 4.690 -1.856 -2.915  0.070
H45 2.900 -1.834 -3.270  0.050
H46 2.400 0.206 -0.765  0.009
H47 3.301 -0.502 0.582  0.049
H48 4.156 0.354 -0.747  0.076

***

Entry 2:
The following is a quantum chemistry calculation of a 4-piece molecular cluster, C4H13O3S overall at a distorted geometry, from the Open Molecules 2025 dataset.

Output
Highest occupied orbital energy (spin up / spin down), eV: -9.46 / -9.42
Spin multiplicity: 2
Relative energy (zero: lowest compared OMol25 entry of this formula, charge and spin), kJ/mol: 504.3

Last column: Löwdin spin population.
Element x y z (Å)
C1 0.961 -1.308 1.421  0.014
O1 -0.317 -0.909 2.012  0.010
C2 0.705 -1.479 -0.053  0.004
C3 0.507 -0.110 -0.693  0.012
C4 1.582 0.710 -1.226  0.087
S1 2.967 0.966 -0.062  0.833
H1 1.084 -2.276 1.918  0.001
H2 1.799 -0.632 1.588  0.013
H3 1.535 -2.083 -0.620  0.001
H4 -0.103 -2.148 -0.204  0.000
H5 -0.352 -0.025 -1.357  -0.001
H6 0.181 0.617 0.158  -0.001
H7 1.120 1.772 -1.221  0.032
H8 1.771 0.589 -2.298  0.000
H9 0.166 1.354 0.890  -0.002
H10 -2.381 0.607 -0.717  0.000
H11 -3.486 1.248 -1.755  0.000
O2 -2.554 1.090 -1.647  0.000
H12 -0.747 -0.081 1.640  0.000
H13 -2.352 1.511 1.160  0.000
O3 -2.087 0.586 1.067  -0.003

***

Entry 3:
The following is a quantum chemistry calculation of C32H29AuN4P2S2 as an isolated structure at a distorted geometry, from the Open Molecules 2025 dataset.

Output
Charge: +2
Highest occupied orbital energy (spin up / spin down), eV: -12.99 / -13.54
Spin multiplicity: 3
Relative energy (zero: lowest compared OMol25 entry of this formula, charge and spin), kJ/mol: 8.3

Last column: Löwdin spin population.
Element x y z (Å)
Au1 -0.748 -1.423 -0.615  0.400
C1 3.384 -0.256 -3.978  0.011
S1 3.074 -1.991 -3.584  0.021
C2 1.593 -1.969 -2.664  0.052
S2 0.884 -0.422 -2.169  0.405
N1 1.114 -3.155 -2.455  0.045
N2 -0.038 -3.147 -1.672  0.070
C3 -0.715 -4.210 -1.622  0.013
C4 -1.988 -4.217 -0.842  0.007
C5 -2.849 -5.279 -0.891  0.004
C6 -4.043 -5.207 -0.184  -0.003
C7 -4.323 -4.083 0.564  0.003
C8 -3.400 -3.045 0.576  0.003
N3 -2.261 -3.113 -0.125  0.088
H1 4.393 -0.239 -4.389  0.001
H2 3.356 0.374 -3.090  0.004
H3 2.683 0.106 -4.727  0.001
H4 -0.380 -5.087 -2.171  0.002
H5 -2.597 -6.153 -1.485  0.001
H6 -4.746 -6.030 -0.220  0.000
H7 -5.240 -3.999 1.134  0.001
H8 -3.569 -2.143 1.160  0.001
N4 0.363 1.201 0.915  0.125
P1 -1.174 0.602 0.407  0.060
C9 -2.162 0.790 1.901  0.012
C10 -3.526 1.066 1.771  0.008
C11 -4.307 1.246 2.906  -0.001
C12 -3.736 1.146 4.170  0.009
C13 -2.387 0.841 4.309  0.000
C14 -1.597 0.656 3.178  0.009
C15 -1.866 1.724 -0.815  0.008
C16 -2.526 1.218 -1.935  0.000
C17 -3.095 2.085 -2.864  0.000
C18 -2.994 3.456 -2.678  -0.001
C19 -2.342 3.970 -1.558  0.000
C20 -1.784 3.108 -0.627  0.001
P2 1.783 1.044 0.045  0.399
C21 2.810 2.392 0.498  0.064
C22 4.044 2.183 1.133  0.035
C23 4.803 3.285 1.491  0.001
C24 4.352 4.571 1.191  0.037
C25 3.130 4.773 0.547  -0.003
C26 2.359 3.685 0.184  0.031
C27 2.569 -0.506 0.374  0.034
C28 2.050 -1.412 1.300  0.010
C29 2.669 -2.645 1.457  0.000
C30 3.784 -2.973 0.692  0.009
C31 4.296 -2.070 -0.235  -0.001
C32 3.681 -0.841 -0.410  0.010
H9 0.318 2.013 1.521  0.004
H10 -3.975 1.160 0.789  0.000
H11 -5.363 1.475 2.803  0.000
H12 -4.346 1.310 5.053  0.000
H13 -1.949 0.743 5.300  0.000
H14 -0.547 0.408 3.298  0.001
H15 -2.599 0.150 -2.090  0.000
H16 -3.609 1.689 -3.735  0.000
H17 -3.426 4.132 -3.408  0.000
H18 -2.280 5.045 -1.411  0.000
H19 -1.303 3.519 0.254  0.000
H20 4.394 1.181 1.362  0.001
H21 5.747 3.143 2.008  0.000
H22 4.969 5.426 1.448  0.002
H23 2.790 5.779 0.318  -0.001
H24 1.422 3.833 -0.353  0.002
H25 1.199 -1.149 1.915  0.002
H26 2.285 -3.351 2.186  0.000
H27 4.258 -3.942 0.818  0.001
H28 5.167 -2.329 -0.824  0.000
H29 4.067 -0.144 -1.150  0.001

***

Entry 4:
The following is a quantum chemistry calculation of C25H38I2MnN2O4SSi as an isolated structure, from the Open Molecules 2025 dataset.

Output
Highest occupied orbital energy (spin up / spin down), eV: -7.54 / -7.68
Spin multiplicity: 6

Last column: Löwdin spin population.
Element x y z (Å)
Mn1 -0.433 -0.057 0.680  4.645
I1 3.695 6.034 -0.378  0.001
C1 2.194 4.601 -0.210  0.005
C2 1.047 4.883 0.518  -0.001
C3 0.048 3.932 0.627  0.005
I2 -1.675 4.350 1.704  0.001
C4 0.160 2.673 0.016  0.012
O1 -0.793 1.785 0.118  0.089
C5 1.336 2.414 -0.729  0.006
C6 1.468 1.091 -1.428  0.005
N1 1.489 -0.051 -0.485  0.046
C7 1.718 -1.341 -1.140  0.006
C8 0.563 -2.318 -1.021  0.010
C9 0.757 -3.654 -1.351  0.000
C10 -0.302 -4.536 -1.247  0.006
C11 -1.538 -4.062 -0.827  0.001
C12 -1.653 -2.723 -0.522  0.012
N2 -0.626 -1.865 -0.613  0.035
C13 2.334 3.368 -0.831  -0.001
H1 0.929 5.843 1.002  0.000
H2 2.378 1.088 -2.039  0.001
H3 0.614 0.932 -2.094  0.001
H4 2.186 0.108 0.237  0.002
H5 2.613 -1.822 -0.741  0.001
H6 1.903 -1.181 -2.208  0.001
H7 1.733 -3.990 -1.674  0.000
H8 -0.167 -5.582 -1.483  0.000
H9 -2.391 -4.716 -0.725  0.000
H10 -2.596 -2.305 -0.191  0.002
H11 3.225 3.149 -1.407  0.000
C14 1.334 -1.772 7.567  0.000
C15 1.938 -1.856 6.169  0.000
C16 3.456 -1.965 6.247  0.000
C17 1.361 -3.041 5.401  0.001
O2 1.676 -0.623 5.487  0.002
Si1 0.373 -0.116 4.641  0.018
S1 0.395 -0.904 2.712  0.074
O3 0.457 1.510 4.560  0.003
C18 0.824 2.450 5.585  0.000
C19 2.346 2.503 5.665  0.000
C20 0.268 3.794 5.142  0.000
C21 0.224 2.046 6.927  0.000
O4 -0.929 -0.622 5.507  0.004
C22 -2.330 -0.581 5.209  0.000
C23 -3.038 -0.511 6.557  0.000
C24 -2.679 0.644 4.368  0.002
C25 -2.702 -1.867 4.476  0.001
H12 1.538 -2.687 8.126  0.000
H13 0.256 -1.630 7.503  0.000
H14 1.765 -0.931 8.111  0.000
H15 3.751 -2.847 6.817  0.000
H16 3.869 -1.081 6.733  0.000
H17 3.880 -2.037 5.245  0.000
H18 1.615 -3.972 5.910  0.000
H19 1.763 -3.070 4.389  0.001
H20 0.276 -2.968 5.336  0.000
H21 2.756 2.791 4.696  0.000
H22 2.744 1.526 5.934  0.000
H23 2.665 3.233 6.409  0.000
H24 0.678 4.068 4.172  0.000
H25 0.521 4.571 5.864  0.000
H26 -0.817 3.743 5.047  0.000
H27 0.588 1.067 7.239  0.000
H28 -0.863 2.003 6.863  0.000
H29 0.497 2.774 7.692  0.000
H30 -2.723 0.380 7.100  0.000
H31 -2.789 -1.386 7.157  0.000
H32 -4.120 -0.474 6.426  0.000
H33 -2.363 1.558 4.870  0.000
H34 -3.757 0.691 4.208  0.000
H35 -2.183 0.607 3.398  0.003
H36 -2.427 -2.732 5.080  0.000
H37 -2.170 -1.923 3.526  0.001
H38 -3.777 -1.905 4.288  0.000

***

Entry 5:
The following is a quantum chemistry calculation of C28H23FeN6O6S4 as an isolated structure at a distorted geometry, from the Open Molecules 2025 dataset.

Output
Charge: -1
Highest occupied orbital energy (spin up / spin down), eV: -6.08 / -6.08
Spin multiplicity: 5

Last column: Löwdin spin population.
Element x y z (Å)
Fe1 -18.018 -5.373 -5.507  3.761
C1 -15.137 -8.662 -8.847  0.000
C2 -16.572 -8.259 -8.834  0.001
N1 -17.466 -8.741 -8.087  0.001
N2 -16.998 -9.450 -7.002  0.000
C3 -17.966 -9.994 -6.100  0.000
N3 -17.365 -10.419 -4.967  0.000
S1 -19.531 -10.159 -6.439  0.001
C4 -17.033 -7.268 -9.889  0.000
C5 -16.542 -7.363 -11.221  0.000
C6 -17.023 -6.493 -12.187  0.000
C7 -18.052 -5.631 -11.829  0.000
C8 -18.495 -5.614 -10.534  0.000
N4 -17.975 -6.362 -9.565  0.001
H1 -14.557 -7.914 -8.376  0.000
H2 -14.765 -8.624 -9.887  0.000
H3 -14.977 -9.648 -8.448  0.000
H4 -16.196 -9.069 -6.488  0.000
H5 -16.452 -10.116 -4.673  0.000
H6 -18.060 -10.678 -4.313  0.000
H7 -15.868 -8.149 -11.453  0.000
H8 -16.600 -6.635 -13.149  0.000
H9 -18.421 -4.944 -12.628  0.000
H10 -19.267 -4.856 -10.185  0.000
O1 -20.934 -3.336 -7.877  0.002
S2 -19.848 -3.321 -6.917  0.010
O2 -18.594 -2.807 -7.408  0.003
O3 -19.654 -4.693 -6.251  0.058
C9 -20.391 -2.299 -5.581  0.001
C10 -21.477 -1.471 -5.852  0.001
C11 -21.919 -0.575 -4.894  0.000
C12 -21.332 -0.495 -3.628  0.000
C13 -20.287 -1.367 -3.339  0.000
C14 -19.805 -2.282 -4.284  0.001
S3 -18.371 -3.316 -3.670  0.007
O4 -17.397 -3.414 -4.793  0.055
O5 -17.862 -2.601 -2.534  0.006
O6 -18.850 -4.700 -3.379  0.040
H11 -21.949 -1.564 -6.838  0.000
H12 -22.731 0.111 -5.064  0.000
H13 -21.630 0.204 -2.840  0.000
H14 -19.884 -1.347 -2.320  0.000
S4 -16.202 -1.937 -8.995  0.001
C15 -16.291 -3.656 -9.017  0.001
N5 -15.665 -4.272 -8.060  0.003
C16 -15.058 -3.342 -7.224  0.001
C17 -14.293 -3.656 -6.078  0.000
C18 -13.798 -2.645 -5.314  0.000
C19 -14.055 -1.308 -5.622  0.000
C20 -14.849 -0.966 -6.701  0.000
C21 -15.269 -2.004 -7.553  0.000
H15 -16.802 -4.153 -9.821  0.000
H16 -14.092 -4.693 -5.774  0.000
H17 -13.179 -2.892 -4.458  0.000
H18 -13.747 -0.504 -4.975  0.000
H19 -15.068 0.090 -6.917  0.000
N6 -12.373 -9.778 -3.107  0.003
C22 -13.271 -9.208 -3.535  0.001
C23 -14.362 -8.390 -4.056  0.007
C24 -14.238 -7.789 -5.329  -0.002
C25 -15.231 -6.937 -5.798  0.011
C26 -16.431 -6.712 -5.065  0.008
C27 -16.564 -7.417 -3.848  0.012
C28 -15.563 -8.236 -3.337  -0.001
H20 -13.314 -7.932 -5.858  0.000
H21 -15.138 -6.388 -6.732  0.002
H22 -17.487 -7.260 -3.282  0.002
H23 -15.789 -8.679 -2.363  0.000

***

Entry 6:
The following is a quantum chemistry calculation of an isolated ion of composition C4H14N2O and charge +2 at a distorted geometry, from the Open Molecules 2025 dataset.

Output
Charge: +2
Highest occupied orbital energy, eV: -18.89
Relative energy (zero: lowest compared OMol25 entry of this formula, charge and spin), kJ/mol: 219.6
SMILES string: [NH3+]CC[C@H]([NH3+])CO

Last column: Löwdin charge in e.
Element x y z (Å)
N1 -0.641 -2.841 -0.287  0.208
C1 -0.132 -1.509 0.487  -0.049
C2 -0.668 -0.325 -0.256  -0.153
C3 -0.113 0.874 0.326  -0.384
N2 -0.572 2.207 -0.154  0.271
C4 1.270 1.094 0.389  -0.199
O1 1.701 1.546 -0.908  -0.011
H1 -1.177 -2.531 -1.126  0.172
H2 -1.118 -3.523 0.390  0.208
H3 0.229 -3.341 -0.657  0.200
H4 -0.666 -1.582 1.454  0.162
H5 0.909 -1.428 0.512  0.101
H6 -0.217 -0.172 -1.204  0.141
H7 -1.765 -0.353 -0.254  0.162
H8 -0.590 0.908 1.299  0.181
H9 -1.542 2.013 -0.462  0.197
H10 -0.634 2.984 0.438  0.173
H11 -0.056 2.290 -1.027  0.164
H12 1.638 0.119 0.809  0.150
H13 1.476 1.880 1.103  0.157
H14 2.669 1.688 -0.871  0.149

***

Entry 7:
The following is a quantum chemistry calculation of C32H27ClCoN3O5SbSe4 as an isolated structure, from the Open Molecules 2025 dataset.

Output
Charge: -1
Highest occupied orbital energy (spin up / spin down), eV: -3.94 / -4.27
Spin multiplicity: 5
Relative energy (zero: lowest compared OMol25 entry of this formula, charge and spin), kJ/mol: 0.0

Last column: Löwdin spin population.
Element x y z (Å)
Co1 -0.038 0.514 -0.711  2.704
C1 -2.972 -2.733 -1.878  0.003
O1 -2.084 -3.199 -0.823  0.006
C2 -1.217 -2.208 -0.628  0.006
N1 -1.230 -1.213 -1.423  0.033
C3 -2.342 -1.405 -2.366  0.002
C4 -3.255 -0.197 -2.366  0.000
C5 -3.243 0.662 -3.459  0.000
C6 -4.032 1.804 -3.463  0.000
C7 -4.824 2.100 -2.365  0.000
C8 -4.822 1.260 -1.258  0.002
C9 -4.041 0.113 -1.257  0.000
C10 -0.250 -2.262 0.485  0.006
C11 -0.161 -3.219 1.473  0.002
C12 0.831 -3.056 2.440  0.002
C13 1.659 -1.948 2.414  0.002
C14 1.463 -1.024 1.398  0.007
N2 0.555 -1.203 0.458  0.031
C15 2.193 0.239 1.174  0.011
N3 1.799 1.073 0.296  0.043
C16 2.795 2.152 0.228  0.004
C17 3.844 1.713 1.277  0.002
O2 3.333 0.469 1.819  0.003
C18 3.348 2.319 -1.164  0.000
C19 3.722 1.206 -1.912  0.000
C20 4.225 1.361 -3.192  0.000
C21 4.361 2.632 -3.734  0.000
C22 3.994 3.742 -2.991  0.000
C23 3.487 3.583 -1.709  0.000
H1 -3.961 -2.603 -1.446  0.001
H2 -2.994 -3.503 -2.646  0.000
H3 -1.926 -1.518 -3.370  0.000
H4 -2.593 0.454 -4.301  0.000
H5 -4.000 2.472 -4.315  0.000
H6 -5.426 3.000 -2.356  0.000
H7 -5.401 1.506 -0.377  0.006
H8 -4.031 -0.516 -0.371  0.002
H9 -0.852 -4.048 1.494  0.000
H10 0.927 -3.781 3.236  0.000
H11 2.409 -1.774 3.171  0.000
H12 2.319 3.086 0.537  0.000
H13 3.945 2.416 2.100  0.000
H14 4.817 1.503 0.836  0.000
H15 3.591 0.211 -1.500  0.000
H16 4.494 0.490 -3.775  0.000
H17 4.738 2.753 -4.742  0.000
H18 4.080 4.735 -3.412  0.000
H19 3.179 4.447 -1.138  0.000
Se1 -3.557 -1.987 2.357  0.238
Sb1 -3.308 0.356 2.938  0.264
Se2 -0.285 1.087 3.138  0.178
Se3 -1.505 1.248 1.103  0.046
Se4 -5.176 1.865 2.691  0.317
C24 0.156 4.908 1.464  0.001
C25 0.611 5.430 0.135  0.000
C26 1.519 6.470 0.020  0.000
C27 1.886 6.952 -1.231  0.000
Cl1 3.037 8.265 -1.336  0.000
C28 1.360 6.410 -2.384  0.000
C29 0.459 5.354 -2.295  0.000
C30 0.090 4.868 -1.049  0.000
O3 -0.772 3.847 -0.856  0.001
C31 -1.499 3.366 -1.972  0.001
C32 -0.652 2.499 -2.923  0.006
O4 -0.613 2.790 -4.124  0.003
O5 -0.054 1.484 -2.375  0.061
H20 0.588 5.491 2.278  0.000
H21 0.411 3.856 1.612  0.002
H22 -0.933 4.939 1.541  0.000
H23 1.934 6.924 0.911  0.000
H24 1.658 6.795 -3.351  0.000
H25 0.077 4.896 -3.200  0.000
H26 -1.938 4.197 -2.530  0.000
H27 -2.294 2.754 -1.545  0.000